No. 1
The following is a DFT calculation (ωB97M-V/def2-TZVPD) of a structure of composition C3H6N2O in a non-equilibrium geometry.

```
12
Properties=species:S:1:pos:R:3:forces:R:3
C -0.791733 0.417257 -1.724270 -0.2 -0.9 0.3
N -0.728688 0.457171 0.175487 -0.1 -0.1 -2.2
C 0.382430 -0.237097 0.709901 0.0 0.1 -0.4
N 1.447886 -0.701958 0.183020 -0.4 0.3 -0.1
C 0.349505 -0.598953 2.225978 -0.3 0.1 0.0
O -0.592179 -0.649397 2.969845 0.4 0.2 -0.7
H -0.023548 0.944030 -2.336631 -0.1 -0.3 1.0
H -1.774543 0.825519 -1.985594 0.2 -0.3 0.6
H -0.721960 -0.643474 -1.840533 -0.1 -0.5 -0.3
H -0.470981 1.211887 -0.507842 0.8 1.3 1.9
H 1.469425 -0.528293 -0.821596 0.1 0.0 0.0
H 1.379089 -0.880918 2.532834 -0.2 0.0 0.0
```
Forces are in eV/Å.

Values from the calculation:
HOMO energy: -9.9 eV
E_tot: -302.5165 hartree
Largest force on an atom: 2.5 eV/A
Relative energy (zero: lowest compared OMol25 entry of this formula, charge and spin): 110.8 kcal per mole

---

No. 2
The following is a DFT calculation (ωB97M-V/def2-TZVPD) of a structure of composition C22H12BrN4NiS.

```
41
Properties=species:S:1:pos:R:3:forces:R:3
Ni -0.066588 -0.783589 0.123052 0.1 0.1 -0.2
Br -0.220395 -3.133047 -0.055617 0.0 -0.1 0.2
C 0.988506 -3.276081 -1.529427 0.0 0.1 0.0
C 1.285271 -4.484534 -2.069534 0.0 0.0 0.0
C 2.225554 -4.511727 -3.123482 0.0 0.0 0.0
C 2.824888 -3.358579 -3.542385 0.0 0.0 0.0
C 2.514930 -2.107968 -2.951888 0.0 0.0 0.0
C 3.176727 -0.913544 -3.324321 0.0 0.0 0.0
C 2.882238 0.252779 -2.683824 0.0 0.0 0.0
C 1.879297 0.297646 -1.686152 0.1 0.0 0.0
C 1.169218 -0.815184 -1.305640 0.1 0.0 -0.2
C 1.536956 -2.045187 -1.929841 0.0 -0.1 0.0
H 0.831267 -5.396231 -1.707238 0.0 0.0 0.0
H 2.478566 -5.459166 -3.578561 0.0 0.0 0.0
H 3.566379 -3.387089 -4.330845 0.0 0.0 0.0
H 3.931115 -0.948446 -4.100015 0.0 0.0 0.0
H 3.409866 1.162315 -2.940433 0.0 0.0 0.0
H 1.695131 1.259001 -1.221470 0.0 0.0 0.0
S -3.101696 4.703164 3.934928 0.0 0.0 0.0
N -2.684628 3.223621 4.412815 0.0 0.0 0.0
C -2.210221 2.597300 3.348907 0.0 0.0 0.0
C -1.742884 1.224664 3.315543 0.0 0.0 0.0
C -1.743797 0.353777 4.407192 0.0 0.0 0.0
C -1.293607 -0.935420 4.228735 0.0 0.0 0.0
C -0.865389 -1.340284 2.967039 0.0 0.0 0.0
N -0.864022 -0.522860 1.920159 0.0 0.0 0.1
C -1.277337 0.747990 2.094261 0.0 0.0 0.0
C -1.231331 1.588315 0.905434 -0.1 -0.1 0.0
N -0.717576 1.007874 -0.203034 -0.1 0.1 0.1
C -0.799160 1.665631 -1.355083 0.0 0.0 0.0
C -1.322344 2.954271 -1.439180 0.0 0.0 0.0
C -1.769489 3.583473 -0.300236 0.0 0.0 0.0
C -1.738327 2.882789 0.907826 0.0 0.0 0.0
C -2.219729 3.397953 2.176149 0.0 0.0 0.0
N -2.701909 4.612808 2.377957 0.0 0.0 0.0
H -2.097672 0.701990 5.368570 0.0 0.0 0.0
H -1.274898 -1.640303 5.047093 0.0 0.0 0.0
H -0.515017 -2.349228 2.794265 0.0 0.0 0.0
H -0.417399 1.154953 -2.225991 0.0 0.0 0.0
H -1.358063 3.444872 -2.401005 0.0 0.0 0.0
H -2.162436 4.591283 -0.324713 0.0 0.0 0.0
```
Forces are in eV/Å.

Values from the calculation:
HOMO energy (alpha / beta): -10.9 / -10.9 eV
Net charge: +1
E_tot: -5544.9463 hartree
Largest force on an atom: 0.2 eV/A
Relative energy (zero: lowest compared OMol25 entry of this formula, charge and spin): 0.0 kcal per mole

---

No. 3
The following is a DFT calculation (ωB97M-V/def2-TZVPD) of a structure of composition C26H25N3O3Pd.

```
58
Properties=species:S:1:pos:R:3:forces:R:3
Pd 0.638438 -0.360999 0.117921 -0.1 0.4 0.2
C 0.959590 -0.448238 4.553033 0.0 0.0 0.1
O 1.895736 -1.371514 3.899088 0.0 0.0 0.0
C 1.672578 -1.225905 2.618310 0.1 0.0 0.0
N 0.890370 -0.272644 2.224264 0.0 -0.3 0.0
C 0.712506 0.582243 3.462166 0.0 0.1 -0.1
C -0.529281 1.413056 3.571002 -0.1 -0.1 0.0
C -0.440296 2.770211 3.272260 0.1 0.0 0.1
C -1.555551 3.587273 3.370922 0.0 0.0 0.0
C -2.771722 3.050784 3.772279 0.0 0.0 0.0
C -2.865541 1.701525 4.087043 0.0 0.0 0.0
C -1.746411 0.885529 3.995660 -0.1 0.0 -0.2
C 2.392452 -2.081815 1.652451 0.0 0.1 0.0
C 3.184369 -3.189052 1.898416 0.0 0.0 0.0
C 3.740302 -3.840311 0.799786 0.0 0.0 0.0
C 3.470316 -3.405091 -0.496228 0.0 0.0 0.0
C 2.665030 -2.290743 -0.640493 0.0 0.1 0.0
N 2.191868 -1.641162 0.416704 -0.1 -0.2 0.0
C 2.171142 -1.658825 -1.881727 0.0 0.0 0.1
N 1.259518 -0.741678 -1.848331 0.0 -0.1 0.0
C 1.256601 -0.137845 -3.228251 -0.2 -0.1 -0.1
C 1.899124 -1.265888 -4.036010 0.0 0.1 0.0
O 2.690976 -1.985115 -3.033529 0.0 0.0 0.0
C -0.072171 0.374346 -3.721103 0.1 0.0 -0.1
C -0.615031 1.499444 -3.103360 0.0 0.0 0.1
C -1.801908 2.052214 -3.550066 0.0 0.0 0.0
C -2.454412 1.495562 -4.643510 0.0 0.0 0.0
C -1.901755 0.402520 -5.290578 0.0 0.0 0.0
C -0.709093 -0.150671 -4.839333 -0.1 -0.1 0.1
H 1.445032 -0.044153 5.434403 0.0 0.0 0.0
H 0.083459 -1.033167 4.827718 0.0 0.0 0.0
H 1.569490 1.263407 3.450419 0.0 0.0 -0.1
H 0.513596 3.193509 2.977003 0.0 0.0 0.0
H -1.474376 4.643251 3.150441 0.0 0.0 0.0
H -3.641734 3.687637 3.859218 0.0 0.0 0.0
H -3.807190 1.286286 4.419774 0.0 0.0 0.0
H -1.842167 -0.162781 4.249817 0.0 0.0 0.0
H 3.350052 -3.532799 2.909904 0.0 0.0 0.0
H 4.370557 -4.705806 0.952628 0.0 0.0 0.0
H 3.867015 -3.915174 -1.362972 0.0 0.0 0.0
H 1.950055 0.708538 -3.191033 0.0 0.0 0.1
H 2.580950 -0.924575 -4.807122 0.0 0.0 0.0
H 1.184155 -1.980249 -4.440128 0.0 0.0 0.0
H -0.077642 1.963616 -2.283636 0.0 0.0 0.0
H -2.207084 2.933759 -3.070138 0.0 0.0 0.0
H -3.374994 1.932228 -5.005833 0.0 0.0 0.0
H -2.390385 -0.018133 -6.158761 0.0 0.0 0.0
H -0.294355 -0.992081 -5.378566 0.0 0.0 0.0
C -2.087060 -1.505329 -1.075230 0.0 0.0 -0.1
O -2.127642 -0.126955 -0.624337 0.0 0.1 0.1
C -1.139607 0.518981 -0.145874 0.1 -0.2 -0.2
C -1.530179 1.880507 0.257362 0.1 0.1 0.0
H -2.999535 -1.960458 -0.704478 0.0 0.0 0.0
H -1.209273 -2.013987 -0.687640 0.0 0.0 0.0
H -2.082970 -1.476806 -2.162528 0.0 0.0 0.0
H -2.482641 2.169910 -0.182780 0.0 0.0 0.0
H -0.743747 2.603056 0.044451 0.0 0.0 0.0
H -1.629522 1.860556 1.349130 0.0 0.0 -0.1
```
Forces are in eV/Å.

Values from the calculation:
HOMO energy: -14.6 eV
Net charge: +2
E_tot: -1523.0967 hartree
Largest force on an atom: 0.4 eV/A
Relative energy (zero: lowest compared OMol25 entry of this formula, charge and spin): 18.3 kcal per mole

---

No. 4
The following is a DFT calculation (ωB97M-V/def2-TZVPD) of an isolated molecule of C2H4N4O in a non-equilibrium geometry.

```
11
Properties=species:S:1:pos:R:3:forces:R:3
C -1.688115 0.012775 0.005106 1.5 1.7 -1.4
C 0.509008 -0.803200 0.023864 -3.1 1.9 -0.5
H -2.693584 -0.325708 -0.411734 1.2 0.3 1.7
H -1.373312 0.789413 -0.865265 -0.3 -2.1 1.4
H -1.603704 0.845558 0.895870 -0.9 -2.7 -1.4
H 0.253587 1.323731 0.362888 0.5 0.0 -0.1
N -0.691139 -1.212968 0.120474 -1.3 2.3 -0.3
N 0.816123 0.622598 -0.102701 1.8 -2.2 -0.4
N 2.188052 0.691305 -0.020217 -0.9 -1.3 1.4
N 2.685110 -0.427310 0.098697 0.2 0.2 -1.5
O 1.597973 -1.516194 -0.106984 1.3 1.8 1.1
```
Forces are in eV/Å.

Values from the calculation:
HOMO energy: -9.8 eV
SMILES: C/N=c1\[nH]nno1
E_tot: -372.7279 hartree
Largest force on an atom: 3.6 eV/A
Relative energy (zero: lowest compared OMol25 entry of this formula, charge and spin): 108.2 kcal per mole